The following is a quantum chemistry calculation of one molecule with the formula C5H10O, from the Open Molecules 2025 dataset.

Computed properties:
net charge: 0
highest occupied orbital energy: -9.698 eV
LUMO: 1.0546 eV
SMILES: CC[C@@H](C)C=O

Element x y z (Å)
C 2.01637 -0.19030 -0.19469
C 0.68481 -0.48173 0.49210
C -0.55214 -0.04324 -0.31651
C -1.84219 -0.51089 0.35419
C -0.55132 1.46129 -0.50011
O 0.07372 2.03124 -1.36435
H 2.16972 0.88304 -0.34440
H 2.84932 -0.58028 0.40000
H 2.05611 -0.66322 -1.18228
H 0.58878 -1.56068 0.67195
H 0.65873 -0.00892 1.48422
H -0.46341 -0.46061 -1.32807
H -1.87290 -0.21805 1.41095
H -2.72832 -0.09622 -0.13558
H -1.92598 -1.59934 0.31767
H -1.16129 2.03791 0.23491



The following is a quantum chemistry calculation of C25H32FeNO2 as an isolated structure, from the Open Molecules 2025 dataset.

Computed properties:
net charge: -1
⟨S²⟩: 6.0209
highest occupied orbital energy (alpha / beta): -2.649 / -2.944 eV
LUMO (alpha / beta): 2.6905 / 2.6911 eV
2S+1: 5

Element x y z (Å)
C -2.14089 0.04368 1.13836
C -2.18977 -0.76795 -0.05646
C -1.33410 -1.89137 0.13201
H -2.83965 -0.60789 -0.91341
C -0.71916 -1.77678 1.41535
C -1.23138 -0.60539 2.05890
H -0.03301 -2.48851 1.86166
C -0.18739 2.43294 -0.44288
C -1.11139 1.69607 -1.27259
C -0.35009 0.85966 -2.14843
H -2.18907 1.83841 -1.28912
C 1.03829 1.04221 -1.86331
C 1.13546 2.00281 -0.81760
H -1.22209 -2.72623 -0.55705
H -1.04527 -0.30495 3.08572
H -2.72514 0.93932 1.34507
H 2.07805 2.41020 -0.44674
H -0.74784 0.23685 -2.95448
H -0.43855 3.20995 0.26954
Fe -0.13446 0.32557 0.26895
C 2.23149 0.48076 -2.61831
C 3.07744 1.65352 -3.14908
C 1.78285 -0.38854 -3.80483
H 2.45494 2.34224 -3.73519
H 3.87925 1.27986 -3.79830
H 3.53825 2.21693 -2.32943
H 1.27846 0.23245 -4.55561
H 1.09616 -1.18311 -3.48716
H 2.65941 -0.85224 -4.27510
C 3.12559 -0.35792 -1.66315
C 2.49281 -1.62646 -1.13238
H 3.41803 0.26343 -0.79267
H 4.05751 -0.63460 -2.19556
O 1.38607 -1.66415 -0.55811
N 3.14750 -2.79187 -1.26735
C 2.73444 -3.91004 -0.40924
H 4.07894 -2.79300 -1.65741
C 1.48734 -4.60052 -0.90146
C 0.58705 -5.16077 0.01117
H 0.79915 -5.06617 1.08204
C -0.55564 -5.82069 -0.44486
H -1.25224 -6.25091 0.27756
C -0.79317 -5.94095 -1.81862
H -1.67889 -6.46787 -2.17571
C 0.11514 -5.39596 -2.73433
H -0.05246 -5.48722 -3.80835
C 1.26241 -4.73605 -2.27384
H 1.99120 -4.31357 -2.97525
H 2.56791 -3.55929 0.61752
H 3.57451 -4.61271 -0.40219
C 2.34483 2.67959 2.20599
C 1.33921 1.62484 2.61500
C 0.09575 2.22763 3.22780
O 1.08947 0.72273 1.54905
H 1.89836 3.37927 1.48920
H 3.22254 2.21798 1.74216
H 2.67115 3.24753 3.08509
H 1.82708 1.02663 3.40549
H -0.60242 2.58733 2.46250
H -0.41872 1.48794 3.84489
H 0.36678 3.07344 3.86951



Number 1: strongest force on any atom 0.0116 hartree/bohr. Number 2: strongest force on any atom 0.0687 hartree/bohr.